Formula: C4H14N2O
Source: the OMol25 dataset
Level of theory: the ωB97M-V functional and the def2-TZVPD basis

Geometry as XYZ:
```
21
Properties=species:S:1:pos:R:3:forces:R:3:lowdin_charge:R:1
C 0.877123 -0.492816 -3.504192 -0.1450 1.3615 1.3448 -0.113
N 0.661193 -0.458825 -1.949404 -0.2540 1.6687 -1.9935 -0.105
C -0.778378 -0.522888 -1.483708 0.4519 -2.9820 0.4625 -0.217
C -1.244493 -0.127063 -0.070867 2.4384 2.1759 -1.7409 -0.328
N -0.874748 -1.114507 0.849836 -2.8402 -2.3476 2.2234 -0.159
C -0.480506 -0.504456 2.109737 2.1403 -1.4883 0.7257 -0.161
H 0.677879 0.507343 -3.926653 0.6795 0.1357 0.5764 0.057
H 1.888306 -0.832377 -3.883040 -1.1235 0.2929 1.0767 0.084
H 0.108513 -0.986721 -4.051372 -0.6498 -1.4837 -0.0319 0.035
H 1.297041 -1.124414 -1.560852 -0.3307 -0.5209 0.5605 0.066
H -0.935644 -1.651733 -1.382610 -1.0044 1.2322 -1.3192 0.123
H -1.433938 0.117273 -2.038610 -0.0548 -0.3970 -1.6418 0.097
H -2.219037 0.380639 -0.024170 -0.3813 -0.9212 -0.1802 0.124
H -0.610163 0.723809 0.093680 0.6342 0.8200 0.6043 0.098
H -1.771484 -1.704376 1.049072 2.2308 1.0431 -0.4423 0.152
H -0.324120 -1.331553 2.905082 -0.4319 1.5586 -1.1167 0.105
H -1.116644 0.300794 2.420871 -0.7122 0.2810 0.5828 0.057
H 0.518304 -0.030101 1.921130 -0.6442 -0.4230 0.3152 0.085
H 1.246099 2.478334 4.327619 1.4961 1.3624 -0.1603 0.057
H 2.646970 3.110570 3.812969 -0.9126 -0.2361 0.4284 0.041
O 1.867735 3.263058 4.385481 -0.5865 -1.1324 -0.2738 -0.099
```
Forces are in eV/Å.

Calculated values
Energy above the lowest of the compared OMol25 structures with the same formula, charge and spin (kcal/mol): 80.3
Maximum force (Eh/bohr): 0.0837
LUMO energy (eV): 0.74
HOMO energy (Ha): -0.306
Gap between HOMO and LUMO (eV): 9.061